ORCA calculation (ωB97M-V with the def2-TZVPD basis set) on a structure of composition C13H3Br4NO7Rh.

Results
E_LUMO in eV: 1.97
Highest occupied orbital energy in eV: -5.3087
Total charge: -1
Frontier orbital gap in hartree: 0.2676
Strongest force on any atom in eV/Å: 0.67

XYZ file:
```
29
C13H3Br4NO7Rh | the Open Molecules 2025 dataset | ωB97M-V with the def2-TZVPD basis set
Rh -0.3074 0.4827 -0.3532
O -1.3505 0.5771 5.3685
C -1.0299 0.3839 4.0664
C -1.7779 -0.4726 3.2535
C -1.4066 -0.5844 1.9326
N -0.3963 0.1644 1.5117
C 0.4468 0.8544 2.2734
C 0.1311 1.0097 3.6033
C 1.7399 1.1224 1.4847
O 2.6863 1.6168 2.0642
O 1.6963 0.6289 0.2951
C -1.7769 -1.6076 0.8470
O -2.5893 -2.4718 1.1132
O -1.0336 -1.4964 -0.1982
H -2.1694 0.1117 5.5700
H -2.5923 -1.0755 3.6351
H 0.7825 1.5573 4.2685
Br -5.7047 4.5478 0.3079
C -3.9402 3.9136 0.0725
C -2.8528 4.7614 0.2524
Br -3.1119 6.5699 0.7340
C -1.5535 4.2735 0.0864
Br -0.0216 5.3374 0.3421
C -1.3387 2.9484 -0.2706
O -0.1205 2.4330 -0.4447
C -2.4435 2.0877 -0.4572
O -2.1895 0.8236 -0.7974
C -3.7313 2.5764 -0.2762
Br -5.1395 1.3474 -0.5071
```

Here are the Löwdin charges for atoms 1 to 5, given in e: atom 1 (Rh): 1.32, atom 2 (O): 0.08, atom 3 (C): -0.27, atom 4 (C): 0.08, atom 5 (C): -0.12

ORCA calculation (ωB97M-V with the def2-TZVPD basis set) on a cluster of 8 separate species, C13H40N14O10 in total.

Results
Energy above the lowest of the compared OMol25 structures with the same formula, charge and spin in kcal/mol: 0.0
E_LUMO in eV: 0.75
Highest occupied orbital energy in eV: -8.2220
Total charge: 0
Frontier orbital gap in hartree: 0.3297
Strongest force on any atom in eV/Å: 0.45

XYZ file:
```
77
C13H40N14O10 | the Open Molecules 2025 dataset | ωB97M-V with the def2-TZVPD basis set
C -2.3238 -4.6022 0.2865
O -1.2348 -3.8422 -0.1812
C -0.0122 -4.1015 0.5010
C 0.1499 -3.2777 1.7580
O 0.6642 -1.9810 1.5099
C -0.3026 -0.9623 1.3023
C 0.0642 -0.1231 0.0736
C -1.1423 0.2613 -0.7251
O -1.2249 0.1354 -1.9315
H -2.5361 -5.4480 -0.3805
H -3.2077 -3.9609 0.3443
H -2.1387 -4.9792 1.2981
H 0.0874 -5.1717 0.7145
H 0.7767 -3.8340 -0.2089
H 0.8489 -3.7677 2.4415
H -0.8195 -3.1945 2.2705
H -1.2965 -1.4114 1.2080
H -0.3480 -0.3128 2.1783
H 0.5593 0.8018 0.3940
H 0.7424 -0.6771 -0.5781
H -1.9913 0.6796 -0.1526
N 3.9463 -6.8836 -0.6194
C 2.5798 -6.9039 -0.6915
N 2.0598 -6.9842 -1.9547
O 1.8748 -6.8478 0.2989
H 4.5419 -6.9116 -1.4243
H 4.3527 -6.8085 0.2939
H 1.0607 -6.9668 -2.0374
H 2.6228 -7.0059 -2.7830
N -5.1076 -4.8615 2.9215
C -4.3489 -4.0159 3.6872
N -4.8325 -3.7752 4.9459
O -3.3197 -3.5145 3.2790
H -5.9565 -5.2853 3.2428
H -4.7808 -5.0550 1.9935
H -4.2934 -3.1632 5.5292
H -5.6760 -4.1817 5.3015
N 3.7089 3.4049 0.3661
C 2.3578 3.3783 0.1107
N 2.0258 3.3535 -1.2070
O 1.5339 3.3721 1.0103
H 4.4008 3.3751 -0.3612
H 3.9875 3.3710 1.3285
H 1.0462 3.2935 -1.4191
H 2.7215 3.3259 -1.9443
N -5.8040 1.7219 -3.3157
C -4.5194 1.6239 -2.8241
N -3.9024 0.4335 -3.0474
O -3.9977 2.5559 -2.2355
H -6.2646 0.9781 -3.8029
H -6.2842 2.5880 -3.1643
H -2.9522 0.2968 -2.7054
H -4.3609 -0.3138 -3.5328
N -1.8266 2.8524 3.3222
C -2.7320 1.8789 3.0069
N -3.9413 1.9626 3.6428
O -2.4803 0.9956 2.2072
H -2.0237 3.6018 3.9567
H -0.9548 2.8485 2.8218
H -4.6224 1.2634 3.4144
H -4.1734 2.6890 4.2919
N 1.7944 3.6138 -4.5213
C 3.0877 3.1960 -4.6027
N 3.5629 2.8931 -5.8403
O 3.7781 3.1023 -3.5922
H 1.1498 3.7229 -5.2801
H 1.5067 3.8395 -3.5871
H 4.5142 2.5831 -5.9047
H 3.0063 2.9622 -6.6704
N 5.3805 6.1931 0.8950
C 5.5187 7.4460 0.3617
N 6.5253 8.2033 0.9057
O 4.8058 7.8628 -0.5306
H 5.9703 5.8492 1.6282
H 4.6483 5.6067 0.5328
H 6.6498 9.1267 0.5362
H 7.1210 7.8822 1.6440
```

Here are the Löwdin charges for atoms 1 to 5, given in e: atom 1 (C): -0.13, atom 2 (O): -0.19, atom 3 (C): -0.20, atom 4 (C): -0.18, atom 5 (O): -0.14

ORCA calculation (ωB97M-V with the def2-TZVPD basis set) on a structure of composition C13H40N2O9P2RuSi4 in a non-equilibrium geometry.

Results
Energy above the lowest of the compared OMol25 structures with the same formula, charge and spin in kcal/mol: 83.7
E_LUMO (spin up / spin down) in eV: -4.66 / -4.72
<S²>: 0.79
Highest occupied orbital energy (spin up / spin down) in eV: -10.6053 / -10.4706
Total charge: +1
Multiplicity: 2
Frontier orbital gap (spin up / spin down) in hartree: 0.2185 / 0.2113
Strongest force on any atom in eV/Å: 2.79

XYZ file:
```
71
C13H40N2O9P2RuSi4 | the Open Molecules 2025 dataset | ωB97M-V with the def2-TZVPD basis set
Ru 0.3859 0.8339 0.3131
C 3.9094 0.0193 3.2113
C 2.7646 -0.5274 2.3843
O 2.5747 -1.9192 2.5677
P 1.1520 0.0991 2.9792
O 1.1693 -0.1143 4.5603
O 1.1263 1.7025 2.9011
O -0.0790 -0.4515 2.3769
P 3.0478 -0.2306 0.5679
O 2.8070 1.4372 0.5549
O 4.4395 -0.5421 0.2275
O 1.9087 -0.8228 -0.2022
H 3.8394 -0.3381 4.2371
H 3.8972 1.1073 3.2003
H 4.8524 -0.3131 2.7811
H 3.2597 -2.3925 2.0696
H 1.1556 -1.0412 4.7967
H 1.6253 2.1399 3.5951
H 3.5560 1.8268 0.0923
C 0.0484 -0.9996 -4.7015
O -0.4160 -1.6941 -3.5471
C -0.4067 -1.0461 -2.3855
O -0.0300 0.0998 -2.2202
N -0.9894 -1.8191 -1.4258
N -0.8103 -1.4604 -0.0797
H -0.1780 -1.6555 -5.5383
H 1.1226 -0.8307 -4.6326
H -0.4649 -0.0434 -4.7965
H -1.0598 -2.8074 -1.6561
H 0.0731 -1.8250 0.2929
H -1.5779 -1.8079 0.4880
C -3.8534 0.4437 2.1330
Si -3.0284 2.1541 2.2516
C -4.2066 3.6378 2.0514
C -1.9166 2.3081 3.7828
Si -1.6118 2.0319 -0.0256
Si -3.1713 2.1594 -1.8657
C -4.4470 3.5877 -1.8855
C -4.0789 0.4726 -1.8447
C -2.0529 2.2820 -3.4141
Si -0.0272 4.1843 -0.1771
C -1.1736 5.6580 -0.5902
C 1.0552 4.5621 1.3467
C 1.0231 3.6414 -1.6752
H -4.4996 0.2496 2.9861
H -3.0844 -0.3245 2.1149
H -4.4549 0.3477 1.2344
H -4.8821 3.7089 2.8995
H -4.8130 3.5399 1.1586
H -3.6654 4.5757 1.9840
H -2.4932 2.2567 4.7036
H -1.3625 3.2413 3.7912
H -1.2034 1.4894 3.7964
H -5.1312 3.5217 -1.0468
H -5.0473 3.5621 -2.7904
H -3.9657 4.5590 -1.8417
H -4.8544 0.4430 -1.0862
H -3.3746 -0.3267 -1.6344
H -4.5535 0.2487 -2.7949
H -1.8273 3.3105 -3.6780
H -2.5087 1.8159 -4.2837
H -1.1132 1.7745 -3.2190
H -1.8939 5.8556 0.1962
H -1.7271 5.4807 -1.5056
H -0.5964 6.5663 -0.7348
H 0.4629 4.7342 2.2402
H 1.6613 5.4495 1.1813
H 1.7288 3.7310 1.5350
H 0.4723 3.7606 -2.6034
H 1.2912 2.5777 -1.5831
H 1.9409 4.2181 -1.7654
```

Here are the Löwdin charges for atoms 1 to 5, given in e: atom 1 (Ru): 0.90, atom 2 (C): -0.06, atom 3 (C): -0.61, atom 4 (O): -0.05, atom 5 (P): 0.45